1.
Here is C39H49Cl4CsN4O4Si as an isolated structure from OMol25. Energies are from ωB97M-V/def2-TZVPD.

Last column: Mulliken charge in e.
CARTESIAN COORDINATES (ANGSTROEM)
Cs: 0.169 0.459 0.383  1.543
C: 7.276 -2.374 -3.208  -1.651
C: 6.054 -1.631 -2.728  0.821
C: 6.151 -0.336 -2.230  -0.710
C: 5.037 0.401 -1.768  0.841
C: 5.229 1.690 -1.251  -1.414
N: 4.252 2.615 -0.891  0.083
C: 3.218 3.041 -1.825  -1.231
C: 1.825 3.128 -1.214  1.726
C: 0.812 3.878 -2.078  -1.318
N: 0.994 3.641 -3.521  0.067
C: 0.149 3.297 -4.475  -0.495
C: -1.065 2.613 -4.481  0.422
C: -1.800 2.629 -5.717  -0.640
C: -2.912 1.888 -5.924  0.611
C: -3.701 1.944 -7.202  -1.640
C: -3.321 0.992 -4.877  -0.022
C: -2.652 0.878 -3.709  -0.011
C: -3.038 -0.102 -2.644  -0.511
N: -2.819 -1.349 -2.643  -0.522
C: -2.067 -1.939 -3.751  -1.014
C: -0.565 -1.747 -3.551  0.259
C: 0.058 -2.575 -2.420  -0.556
N: 1.247 -1.889 -1.969  0.644
C: 2.368 -2.259 -2.449  -0.985
C: 3.646 -1.579 -2.300  0.969
C: 4.799 -2.224 -2.777  -0.558
C: 3.716 -0.254 -1.754  -0.434
O: 2.733 0.338 -1.260  -0.314
C: -1.487 1.722 -3.415  0.012
O: -0.872 1.583 -2.354  -0.285
H: 8.158 -1.731 -3.180  0.347
H: 7.155 -2.727 -4.236  0.320
H: 7.487 -3.250 -2.587  0.299
H: 7.125 0.148 -2.197  0.224
H: 6.252 2.001 -1.050  0.276
H: 4.619 3.382 -0.352  0.302
H: 3.203 2.317 -2.640  0.527
H: 3.503 4.022 -2.256  0.383
H: 1.839 3.612 -0.233  0.503
H: 1.459 2.120 -1.075  -1.826
H: 0.919 4.961 -1.950  0.361
H: -0.197 3.597 -1.801  0.451
H: 1.872 3.997 -3.864  0.309
H: 0.510 3.581 -5.463  0.310
H: -1.447 3.283 -6.511  0.258
H: -3.226 2.614 -7.920  0.348
H: -4.718 2.306 -7.028  0.332
H: -3.786 0.957 -7.665  0.338
H: -4.185 0.355 -5.045  0.436
H: -3.529 0.313 -1.763  0.492
H: -2.355 -1.508 -4.714  0.318
H: -2.310 -3.005 -3.779  0.477
H: -0.365 -0.698 -3.327  -0.247
H: -0.047 -1.979 -4.487  0.385
H: 0.265 -3.600 -2.777  0.396
H: -0.648 -2.645 -1.586  -0.107
H: 2.411 -3.170 -3.079  0.041
H: 4.700 -3.226 -3.191  0.291
Cl: -4.215 2.850 6.245  -0.280
C: -2.973 2.854 5.016  0.213
C: -2.292 4.008 4.714  0.070
Cl: -2.658 5.495 5.554  -0.275
C: -1.289 3.980 3.723  0.326
Cl: -0.432 5.456 3.317  -0.286
C: -0.928 2.825 3.009  -0.013
O: -0.029 2.797 2.106  -0.748
C: -1.666 1.582 3.338  -0.624
O: -1.385 0.508 2.700  -0.222
C: -2.654 1.665 4.326  0.244
Cl: -3.523 0.187 4.697  -0.273
C: 1.084 -4.563 0.352  -1.263
Si: 0.623 -3.133 1.500  -0.672
C: 2.195 -2.599 2.453  2.678
C: 3.244 -2.227 1.393  -2.351
C: 2.731 -3.758 3.303  -1.925
C: 1.968 -1.390 3.370  -1.841
C: -0.919 -3.654 2.506  2.479
C: -0.821 -5.126 2.926  -1.900
C: -1.133 -2.779 3.746  -1.865
C: -2.134 -3.484 1.583  -1.737
H: 1.523 -5.404 0.901  0.521
H: 1.795 -4.230 -0.404  0.231
H: 0.199 -4.931 -0.172  0.261
H: 3.497 -3.071 0.747  0.356
H: 4.165 -1.900 1.890  0.522
H: 2.913 -1.413 0.741  0.443
H: 2.934 -4.649 2.703  0.350
H: 2.033 -4.032 4.098  0.352
H: 3.673 -3.458 3.780  0.461
H: 1.496 -0.546 2.867  0.324
H: 2.933 -1.044 3.758  0.468
H: 1.335 -1.633 4.222  0.355
H: 0.041 -5.311 3.572  0.311
H: -0.744 -5.793 2.063  0.343
H: -1.722 -5.408 3.486  0.512
H: -0.358 -2.958 4.497  0.199
H: -2.096 -3.032 4.206  0.554
H: -1.160 -1.708 3.519  0.306
H: -2.025 -4.040 0.646  0.331
H: -2.300 -2.433 1.338  0.315
H: -3.035 -3.853 2.089  0.519

Computed properties:
HOMO energy (spin up / spin down)	-0.498 / -0.497	eV
total charge	-2
energy above the lowest of the compared OMol25 structures with the same formula, charge and spin	80.29	kcal/mol

=====

2.
Here is C6H15F2N2O10S3Sn as an isolated structure in a non-equilibrium geometry from OMol25. Energies are from ωB97M-V/def2-TZVPD.

Last column: natural (NBO) charge in e.
CARTESIAN COORDINATES (ANGSTROEM)
Sn: 0.583 -2.901 1.212  0.713
S: 3.629 -6.398 -1.730  2.535
O: 2.587 -7.125 -2.420  -0.781
O: 3.375 -6.486 -0.310  -0.859
O: 4.969 -6.774 -2.197  -0.866
O: 3.461 -5.006 -2.037  -0.749
N: 4.216 0.824 1.461  -1.020
S: 4.738 2.227 1.406  2.352
O: 5.195 2.759 0.138  -0.889
O: 5.064 2.898 2.673  -0.896
F: 3.235 2.736 1.268  -0.558
S: 5.807 0.306 1.498  2.297
O: 6.642 0.522 2.657  -0.877
O: 6.486 0.100 0.212  -0.882
F: 5.401 -1.190 1.821  -0.527
C: -3.672 -1.112 3.236  -0.256
O: -3.230 -1.087 1.877  -0.544
C: -4.226 -0.847 0.916  -0.078
C: -3.875 0.558 0.367  -0.235
N: -2.761 0.512 -0.582  -0.601
C: -2.582 1.852 -1.229  -0.250
C: -1.682 1.674 -2.464  -0.067
O: -1.283 2.883 -3.174  -0.537
C: -0.447 3.736 -2.436  -0.265
H: -4.228 -2.033 3.415  0.167
H: -4.251 -0.291 3.659  0.176
H: -2.771 -1.156 3.848  0.192
H: -5.280 -0.873 1.190  0.179
H: -4.206 -1.616 0.143  0.175
H: -3.540 1.161 1.211  0.198
H: -4.774 1.018 -0.043  0.157
H: -3.152 -0.060 -1.316  0.332
H: -2.097 2.528 -0.525  0.193
H: -3.559 2.240 -1.516  0.165
H: -2.291 1.084 -3.149  0.178
H: -0.770 1.204 -2.096  0.182
H: -0.810 3.910 -1.424  0.168
H: -0.524 4.655 -3.018  0.188
H: 0.625 3.568 -2.540  0.188

Computed properties:
HOMO energy	-5.498	eV
total charge	-1
energy above the lowest of the compared OMol25 structures with the same formula, charge and spin	256.01	kcal/mol

=====

3.
Here is C30H29HgIN2Si as an isolated structure in a non-equilibrium geometry from OMol25. Energies are from ωB97M-V/def2-TZVPD.

Last column: natural (NBO) charge in e.
CARTESIAN COORDINATES (ANGSTROEM)
C: -1.704 -2.240 1.083  -0.712
C: -2.513 -1.948 -0.172  -0.634
H: -1.854 -3.268 1.072  0.235
H: -2.298 -1.729 1.905  0.236
H: -0.581 -2.249 1.509  0.220
H: -2.021 -1.791 -1.267  0.206
H: -3.192 -2.840 -0.317  0.234
H: -3.177 -1.158 0.106  0.208
C: 2.562 -3.271 0.743  0.070
C: 3.640 -4.137 0.790  -0.244
C: 4.366 -4.302 -0.367  -0.152
C: 3.941 -3.634 -1.542  -0.221
H: 1.866 -3.194 1.579  0.210
H: 3.944 -4.697 1.697  0.235
H: 5.251 -4.928 -0.417  0.226
H: 4.483 -3.791 -2.448  0.214
N: 2.264 -2.524 -0.335  -0.551
C: 2.832 -2.754 -1.536  0.282
C: 2.236 -2.165 -2.751  0.156
N: 1.088 -1.456 -2.671  -0.546
C: 0.360 -1.099 -3.745  0.079
C: 2.067 -1.836 -5.188  -0.151
C: 0.833 -1.244 -5.037  -0.241
H: -0.646 -0.732 -3.525  0.211
H: 0.291 -0.902 -5.939  0.235
C: 2.748 -2.315 -4.050  -0.197
H: 3.700 -2.779 -4.163  0.213
H: 2.545 -1.938 -6.157  0.227
Hg: 0.250 -1.288 -0.585  1.139
I: -0.090 -4.230 -1.771  -0.808
C: -2.799 0.183 4.561  -0.202
C: -3.512 0.373 3.371  -0.228
C: -2.813 0.748 2.205  -0.232
C: -1.415 0.880 2.207  -0.415
C: -0.720 0.683 3.417  -0.229
C: -1.408 0.348 4.587  -0.221
Si: -0.488 1.079 0.576  0.999
C: -1.683 2.169 -0.361  -0.535
C: -1.945 1.898 -1.716  -0.137
C: -2.898 2.661 -2.388  -0.239
C: -3.573 3.693 -1.721  -0.212
C: -3.300 3.982 -0.379  -0.214
C: -2.351 3.204 0.310  -0.193
C: 0.925 2.241 0.968  -0.419
C: 1.018 3.506 0.355  -0.223
C: 1.893 4.490 0.849  -0.216
C: 2.705 4.193 1.951  -0.215
C: 2.719 2.901 2.489  -0.211
C: 1.880 1.910 1.961  -0.234
H: -3.326 -0.156 5.453  0.213
H: -4.589 0.167 3.299  0.217
H: -3.337 0.850 1.247  0.218
H: 0.376 0.724 3.384  0.212
H: -0.841 0.157 5.507  0.213
H: -1.410 1.074 -2.205  0.193
H: -3.114 2.431 -3.439  0.211
H: -4.337 4.264 -2.255  0.214
H: -3.839 4.797 0.130  0.217
H: -2.142 3.355 1.378  0.225
H: 0.398 3.708 -0.529  0.221
H: 1.976 5.462 0.352  0.215
H: 3.387 4.954 2.329  0.213
H: 3.422 2.645 3.290  0.211
H: 1.950 0.868 2.313  0.203

Computed properties:
HOMO energy	-7.370	eV
total charge	0

=====

4.
Here is a 2-piece molecular cluster, C7H18N2S overall in a non-equilibrium geometry from OMol25. Energies are from ωB97M-V/def2-TZVPD.

Last column: natural (NBO) charge in e.
CARTESIAN COORDINATES (ANGSTROEM)
C: -0.364 -3.154 -2.028  -0.686
C: 1.688 2.329 1.557  -0.602
C: 1.737 0.907 -0.575  -0.607
C: -0.455 1.877 0.319  -0.615
C: -0.794 -1.771 -1.581  -0.036
C: 0.732 0.023 1.499  -0.606
C: 0.879 1.303 0.685  -0.016
N: -1.762 -1.797 -0.713  -0.200
N: -2.239 -0.722 -0.100  -0.603
S: -3.506 -0.862 0.956  0.135
H: -0.126 -3.865 -1.221  0.231
H: -1.019 -3.526 -2.874  0.230
H: 0.654 -2.943 -2.495  0.237
H: 2.515 1.788 1.910  0.198
H: 2.123 3.139 0.892  0.195
H: 1.017 2.684 2.297  0.208
H: 2.363 1.741 -0.691  0.206
H: 2.342 0.001 -0.307  0.203
H: 1.049 0.824 -1.319  0.197
H: -0.850 1.425 -0.588  0.211
H: -0.385 2.903 0.133  0.198
H: -1.219 1.761 1.039  0.216
H: -0.452 -0.825 -1.717  0.207
H: 0.116 -0.601 0.864  0.213
H: 0.454 0.166 2.538  0.208
H: 1.731 -0.357 1.557  0.188
H: -2.103 -2.741 -0.556  0.374
H: -4.129 0.294 0.522  0.116

Computed properties:
HOMO energy (spin up / spin down)	-7.082 / -7.084	eV
total charge	0

=====

5.
Here is C17H21Cl3N6O2SV as an isolated structure from OMol25. Energies are from ωB97M-V/def2-TZVPD.

Last column: Mulliken spin population.
CARTESIAN COORDINATES (ANGSTROEM)
V: 0.563 0.062 0.053  1.253
Cl: 5.583 2.044 5.028  -0.005
C: 4.302 1.488 4.035  -0.021
C: 4.430 1.571 2.652  0.008
C: 3.386 1.128 1.871  -0.012
Cl: 3.469 1.240 0.140  0.003
C: 2.229 0.597 2.442  -0.002
O: 1.231 0.161 1.641  -0.054
C: 2.116 0.535 3.829  -0.013
Cl: 0.676 -0.091 4.529  -0.003
C: 3.153 0.978 4.629  0.009
H: 5.326 1.978 2.205  0.000
H: 3.070 0.925 5.705  0.000
C: 2.242 4.920 2.705  0.000
C: 2.044 5.784 1.463  0.000
C: 3.171 5.585 0.456  0.000
C: 0.668 5.579 0.824  0.000
N: 0.510 4.219 0.276  0.003
C: 0.282 3.075 0.900  0.025
N: 0.296 2.123 -0.016  -0.038
N: 0.557 2.714 -1.204  0.007
N: 0.690 3.966 -1.033  0.003
H: 3.160 5.207 3.217  0.000
H: 2.350 3.861 2.444  0.000
H: 1.422 5.027 3.418  0.000
H: 2.033 6.832 1.776  -0.001
H: 3.237 4.542 0.135  0.000
H: 4.127 5.848 0.907  0.000
H: 3.038 6.203 -0.432  0.000
H: 0.515 6.246 -0.020  0.000
H: -0.137 5.728 1.543  0.000
H: 0.100 2.958 1.955  -0.004
C: -2.724 -0.674 -0.002  -0.017
C: -1.338 -0.312 -0.330  -0.121
O: -0.864 0.009 -1.409  0.008
H: -2.740 -1.637 0.510  -0.001
H: -3.349 -0.685 -0.893  -0.003
H: -3.099 0.061 0.716  0.000
C: 0.403 -4.409 -1.843  -0.001
N: 0.414 -3.271 -2.765  -0.001
C: -0.038 -3.296 -4.070  -0.001
C: 0.209 -2.080 -4.607  -0.001
N: 0.811 -1.337 -3.619  -0.002
C: 0.927 -2.065 -2.502  0.000
S: 1.735 -1.604 -1.031  -0.021
H: -0.270 -5.162 -2.242  0.000
H: 0.051 -4.085 -0.868  0.001
H: 1.405 -4.822 -1.755  0.000
H: -0.487 -4.175 -4.497  0.000
H: 0.014 -1.690 -5.589  0.000
H: 1.132 -0.384 -3.702  0.002

Computed properties:
HOMO energy (spin up / spin down)	-14.309 / -14.339	eV
<S²>	0.798
total charge	+2
2S+1	2
energy above the lowest of the compared OMol25 structures with the same formula, charge and spin	10.93	kcal/mol

=====

Across the entries above, DFT total energy takes the values -113903.5880; -73681.1574; -54712.4197; -21362.3746; -105081.4225 eV, respectively.